Below is a structure of composition C60H51ClF5GeN3O3PReS at a distorted geometry, with properties calculated with ωB97M-V/def2-TZVPD.

Structure (XYZ):
```
127
Properties=species:S:1:pos:R:3:forces:R:3
Re 0.644 0.125 0.234 3.7 -2.3 -0.4
F 0.924 3.322 6.688 0.0 0.1 0.4
C 0.973 3.117 5.374 0.0 -0.1 0.1
C 0.321 2.053 4.805 0.0 -0.1 -0.2
F -0.383 1.219 5.575 -0.1 -0.2 0.1
C 0.392 1.851 3.439 0.0 0.0 0.1
F -0.293 0.794 2.981 -0.2 -0.4 -0.3
C 1.107 2.667 2.574 0.0 -0.1 -0.2
S 1.312 2.454 0.840 -0.3 0.1 0.1
C 1.731 3.742 3.199 0.1 0.0 0.1
F 2.437 4.601 2.472 0.2 0.3 -0.2
C 1.676 3.968 4.559 0.1 0.2 -0.3
F 2.307 5.012 5.097 0.2 0.2 0.1
O -3.010 -1.399 -0.358 0.4 -0.2 -0.2
C -1.902 -1.903 -0.638 0.4 0.2 -0.1
O -0.952 -1.367 -1.298 -0.9 0.0 -0.1
C -1.576 -3.280 -0.093 0.2 0.2 0.1
C -2.579 -4.233 0.051 0.0 -0.1 0.0
C -2.277 -5.504 0.518 -0.1 0.0 0.0
C -0.972 -5.809 0.887 0.1 0.1 0.0
C 0.022 -4.841 0.796 -0.2 0.2 0.0
C -0.256 -3.563 0.289 0.1 -0.2 -0.2
P 1.093 -2.238 0.074 -1.9 -1.0 0.8
C 2.128 -2.796 1.506 0.3 0.1 -0.2
C 3.411 -3.332 1.433 0.0 0.0 -0.1
C 4.151 -3.572 2.593 -0.1 0.0 -0.1
C 3.620 -3.269 3.836 -0.1 0.0 0.0
C 2.332 -2.742 3.923 0.0 0.0 -0.1
C 1.595 -2.516 2.770 0.1 -0.1 0.0
C 1.783 -2.885 -1.506 0.4 0.2 0.0
C 1.731 -2.111 -2.673 0.1 -0.3 0.1
C 2.261 -2.596 -3.863 0.0 0.0 0.1
C 2.872 -3.848 -3.905 0.0 0.2 0.0
C 2.941 -4.613 -2.753 0.0 0.0 0.2
C 2.390 -4.136 -1.564 0.0 -0.2 -0.1
H -3.593 -3.966 -0.227 0.1 0.0 0.0
H -3.057 -6.255 0.606 0.1 0.1 0.0
H -0.729 -6.799 1.259 0.0 0.1 0.0
H 1.022 -5.084 1.134 0.0 0.0 0.0
H 3.853 -3.553 0.465 0.0 0.1 0.2
H 5.150 -3.987 2.513 -0.1 0.1 0.0
H 4.205 -3.436 4.734 0.0 0.0 -0.1
H 1.911 -2.487 4.891 0.0 -0.1 -0.1
H 0.594 -2.112 2.838 -0.1 0.1 0.0
H 1.273 -1.139 -2.632 -0.1 0.2 0.0
H 2.202 -1.991 -4.762 0.0 0.0 0.1
H 3.289 -4.222 -4.836 0.0 0.0 0.1
H 3.432 -5.581 -2.768 -0.1 0.1 0.0
H 2.429 -4.763 -0.679 0.0 0.1 -0.1
C 2.365 -0.437 -0.125 -1.6 2.6 0.5
Ge 4.187 0.110 -0.245 0.3 0.0 0.1
C 4.414 1.357 -1.726 -0.1 0.2 -0.2
C 3.332 2.114 -2.188 0.2 0.0 -0.1
C 3.500 3.028 -3.223 0.0 0.0 0.0
C 4.751 3.199 -3.806 0.0 -0.1 0.1
C 5.834 2.451 -3.357 -0.1 0.0 0.1
C 5.665 1.532 -2.324 -0.1 0.1 -0.1
C 4.644 1.002 1.437 -0.1 0.1 0.3
C 5.723 1.887 1.519 -0.1 -0.1 0.0
C 6.024 2.537 2.713 -0.1 -0.1 0.0
C 5.256 2.297 3.849 0.0 -0.1 -0.1
C 4.181 1.416 3.783 0.0 -0.1 -0.1
C 3.872 0.781 2.583 0.3 0.1 0.0
C 5.504 -1.296 -0.558 0.1 -0.3 0.0
C 5.463 -2.021 -1.754 0.1 0.0 0.1
C 6.367 -3.053 -1.990 0.0 0.0 0.1
C 7.326 -3.371 -1.032 -0.1 0.1 0.1
C 7.386 -2.648 0.157 -0.1 0.0 -0.1
C 6.479 -1.617 0.391 0.0 0.0 -0.1
H 2.357 1.978 -1.729 0.0 0.0 -0.1
H 2.655 3.612 -3.575 0.1 0.0 0.0
H 4.882 3.911 -4.614 0.0 0.0 0.0
H 6.810 2.580 -3.812 0.0 0.0 0.0
H 6.511 0.938 -1.987 -0.1 0.0 0.0
H 6.330 2.084 0.636 -0.1 0.0 0.1
H 6.853 3.236 2.756 0.0 0.0 0.0
H 5.494 2.796 4.783 0.0 0.0 -0.1
H 3.579 1.224 4.668 0.0 0.0 -0.1
H 3.014 0.119 2.524 0.0 0.0 0.0
H 4.715 -1.782 -2.509 0.1 -0.1 0.1
H 6.320 -3.611 -2.921 0.0 0.1 0.1
H 8.027 -4.178 -1.213 0.0 0.0 0.0
H 8.136 -2.892 0.904 -0.1 0.0 -0.1
H 6.527 -1.054 1.321 0.0 -0.1 -0.1
C -6.195 4.811 0.179 0.0 0.0 0.0
C -6.843 3.432 0.376 0.0 0.1 0.0
C -7.179 3.243 1.863 0.0 -0.1 0.0
C -8.151 3.436 -0.431 0.0 0.0 0.0
C -5.890 2.309 -0.172 0.0 -0.1 0.0
O -5.536 2.695 -1.491 -0.2 0.0 0.1
C -6.608 0.953 -0.237 0.1 -0.2 -0.3
C -5.810 -0.222 -0.846 0.0 0.3 -0.1
C -5.674 -0.171 -2.360 -0.1 0.0 0.1
C -4.429 -0.101 -2.978 0.2 -0.1 0.0
C -4.315 -0.087 -4.366 0.0 0.0 0.1
C -5.459 -0.144 -5.142 0.0 0.0 0.0
Cl -5.327 -0.145 -6.888 0.0 0.0 0.1
C -6.711 -0.218 -4.557 -0.1 0.0 0.1
C -6.807 -0.231 -3.170 0.0 0.0 0.0
C -4.684 2.208 0.801 0.1 0.0 -0.3
N -3.406 1.779 0.236 -0.7 0.5 -0.1
C -2.504 1.013 0.820 0.3 -0.4 0.1
N -1.388 1.035 0.124 -0.3 0.7 -0.5
C -1.673 1.867 -0.930 0.0 -0.3 0.5
N -2.883 2.357 -0.886 0.0 -0.3 0.3
H -6.818 5.574 0.661 0.1 -0.1 -0.1
H -6.114 5.046 -0.882 0.0 0.0 0.1
H -5.194 4.887 0.612 -0.1 0.0 0.0
H -7.986 3.930 2.139 0.1 0.0 0.0
H -6.327 3.466 2.515 -0.1 0.0 -0.1
H -7.524 2.227 2.084 0.0 0.1 0.0
H -8.672 4.386 -0.272 0.0 -0.1 0.0
H -8.827 2.633 -0.123 0.1 0.1 0.0
H -7.944 3.335 -1.500 0.0 0.0 0.1
H -4.575 2.702 -1.612 0.1 0.0 0.0
H -7.510 1.083 -0.835 0.0 0.0 0.1
H -6.923 0.680 0.775 0.0 0.0 -0.1
H -6.356 -1.135 -0.597 0.0 -0.1 0.0
H -4.818 -0.327 -0.401 -0.2 0.0 -0.1
H -3.529 -0.096 -2.365 -0.2 0.0 -0.1
H -3.340 -0.042 -4.835 0.0 0.0 0.0
H -7.597 -0.272 -5.178 0.1 0.0 0.0
H -7.793 -0.298 -2.714 0.1 0.0 0.0
H -4.919 1.490 1.582 0.0 0.0 0.1
H -4.520 3.168 1.274 0.1 0.2 0.1
H -2.688 0.434 1.712 0.0 0.1 -0.1
H -0.972 2.090 -1.716 0.0 0.0 0.1
```
Positions in Å, forces in eV/Å.

The charge is -1. As for the spin multiplicity: 2. The relative energy (zero: lowest compared OMol25 entry of this formula, charge and spin) comes out at 2.0498 eV. For the gap between HOMO and LUMO (spin up / spin down), the calculation gives 6.21 / 6.05 eV. As for the energy: -178540.7482 eV.